--- i ---
Computed, not measured: 2 unconnected molecules or ions with the total composition C5H8S, with the ωB97M-V functional and the def2-TZVPD basis.

Results
Kohn-Sham gap (alpha / beta) ... 7.09 / 8.26 eV
Charge ... 0
HOMO (alpha / beta) ... -6.5 / -7.7 eV
Spin multiplicity ... 1
LUMO level (alpha / beta) ... 0.538 / 0.525 eV

Each line ends with the natural charge from an NBO analysis.
Positions of all 14 atoms, in Å:
C (-1.23, -0.60, 1.01)  -0.19
C (-0.22, 0.16, 1.52)  -0.39
C (-0.75, 0.81, -0.89)  -0.53
C (2.46, -0.04, -0.48)  -0.62
C (-1.54, -0.39, -0.42)  -0.50
S (0.30, 1.31, 0.30)  0.53
H (-1.96, -1.25, 1.64)  0.23
H (0.16, 0.26, 2.56)  0.25
H (-0.78, 1.23, -1.87)  0.24
H (2.97, 0.81, -0.74)  0.15
H (1.54, -0.11, -1.05)  0.17
H (-1.48, -1.39, -0.98)  0.23
H (-2.61, 0.03, -0.52)  0.23
H (3.13, -0.84, -0.09)  0.18

--- ii ---
Computed, not measured: C5H8S in the gas phase, with the ωB97M-V functional and the def2-TZVPD basis.

Results
SMILES ... CC#CCSC
Kohn-Sham gap ... 9.52 eV
Charge ... 0
HOMO ... -8.6 eV
Spin multiplicity ... 1
LUMO level ... 0.966 eV

Each line ends with the natural charge from an NBO analysis.
Positions of all 14 atoms, in Å:
C (-0.94, -3.22, -0.24)  -0.67
C (-0.67, -1.81, 0.03)  0.03
C (-0.39, -0.66, 0.44)  -0.08
C (-0.29, 0.65, 1.06)  -0.60
S (0.15, 1.94, -0.18)  0.17
C (1.59, 0.95, -0.76)  -0.71
H (-0.38, -3.51, -1.08)  0.23
H (-2.06, -3.35, -0.40)  0.24
H (-0.65, -3.76, 0.60)  0.23
H (-1.17, 0.91, 1.62)  0.25
H (0.69, 0.70, 1.60)  0.24
H (1.97, 1.45, -1.64)  0.22
H (1.08, 0.10, -0.95)  0.23
H (2.43, 0.93, -0.11)  0.21

Tell me which of them is the least stable. Sure, it is i.

--- i ---
Computed, not measured: C5H8S in the gas phase, with the ωB97M-V functional and the def2-TZVPD basis.

Results
SMILES ... C[C@@H]1CC=CS1
Kohn-Sham gap ... 8.81 eV
Charge ... 0
HOMO ... -7.8 eV
Spin multiplicity ... 1
LUMO level ... 0.981 eV

Each line ends with the natural charge from an NBO analysis.
Positions of all 14 atoms, in Å:
C (0.48, 0.80, -1.54)  -0.62
C (0.52, -0.38, -0.65)  -0.34
C (-0.85, -0.71, 0.05)  -0.43
C (-0.82, -0.24, 1.47)  -0.23
C (0.39, 0.15, 1.90)  -0.37
S (1.64, -0.04, 0.73)  0.24
H (1.49, 1.08, -1.86)  0.22
H (0.09, 1.68, -0.99)  0.22
H (-0.04, 0.71, -2.48)  0.21
H (0.87, -1.28, -1.11)  0.22
H (-1.10, -1.77, -0.01)  0.21
H (-1.64, -0.24, -0.46)  0.21
H (-1.70, -0.27, 2.07)  0.21
H (0.67, 0.50, 2.88)  0.23

--- ii ---
Computed, not measured: C5H8S in the gas phase, with the ωB97M-V functional and the def2-TZVPD basis.

Results
Kohn-Sham gap (alpha / beta) ... 8.06 / 7.83 eV
Charge ... 0
HOMO (alpha / beta) ... -7.6 / -7.3 eV
Spin multiplicity ... 1
LUMO level (alpha / beta) ... 0.480 / 0.536 eV

Each line ends with the natural charge from an NBO analysis.
Positions of all 14 atoms, in Å:
C (-1.96, 0.06, -0.26)  -0.48
C (-1.18, -1.09, 0.42)  -0.45
C (0.54, 1.06, 0.37)  -0.52
C (1.60, 0.40, -0.52)  -0.34
C (-0.63, 0.20, 0.52)  0.10
S (3.03, -0.27, 0.28)  0.07
H (-2.09, 0.22, -1.30)  0.21
H (-2.91, 0.38, 0.30)  0.21
H (-1.65, -1.52, 1.35)  0.22
H (-0.76, -1.83, -0.16)  0.21
H (1.12, 1.17, 1.34)  0.23
H (0.14, 2.13, -0.02)  0.24
H (1.29, -0.02, -1.58)  0.21
H (3.46, -0.89, -0.74)  0.12

Tell me which of them is the least stable. Sure, it is ii.

--- i ---
Computed, not measured: C5H8S in the gas phase, with the ωB97M-V functional and the def2-TZVPD basis.

Results
SMILES ... C1=CCSCC1
Kohn-Sham gap ... 9.40 eV
Charge ... 0
HOMO ... -8.4 eV
Spin multiplicity ... 1
LUMO level ... 0.967 eV

Each line ends with the natural charge from an NBO analysis.
Positions of all 14 atoms, in Å:
C (1.18, 0.38, -0.24)  -0.18
C (0.33, 1.38, -0.12)  -0.21
C (-1.15, 1.31, 0.11)  -0.58
S (-1.75, -0.31, -0.40)  0.21
C (-0.54, -1.37, 0.35)  -0.55
C (0.76, -1.07, -0.30)  -0.45
H (2.25, 0.52, -0.16)  0.21
H (0.74, 2.35, -0.32)  0.21
H (-1.77, 2.09, -0.34)  0.24
H (-1.29, 1.46, 1.23)  0.22
H (-0.44, -1.35, 1.42)  0.22
H (-0.66, -2.41, -0.05)  0.24
H (1.51, -1.67, 0.19)  0.20
H (0.81, -1.29, -1.37)  0.22

--- ii ---
Computed, not measured: C5H8S in the gas phase, with the ωB97M-V functional and the def2-TZVPD basis.

Results
Kohn-Sham gap (alpha / beta) ... 8.21 / 6.68 eV
Charge ... 0
HOMO (alpha / beta) ... -8.6 / -7.0 eV
Spin multiplicity ... 1
LUMO level (alpha / beta) ... -0.347 / -0.302 eV

Each line ends with the natural charge from an NBO analysis.
Positions of all 14 atoms, in Å:
C (-1.01, -1.71, -0.13)  -0.12
C (-0.80, -0.38, 0.01)  -0.22
C (0.49, 0.26, -0.14)  -0.13
C (-1.95, 0.55, 0.10)  -0.66
C (1.75, -0.50, 0.14)  -0.68
S (0.54, 1.93, -0.41)  0.15
H (-0.23, -2.51, 0.20)  0.15
H (-3.06, 0.17, 0.09)  0.24
H (-1.97, 1.22, -0.73)  0.22
H (-1.92, 1.34, 0.84)  0.23
H (1.83, -1.34, -0.60)  0.23
H (1.79, -1.02, 1.13)  0.24
H (2.69, -0.08, -0.12)  0.23
H (1.84, 2.07, -0.37)  0.12

Tell me which of them is the least stable. Sure, it is ii.

--- i ---
Computed, not measured: a molecular structure, C5H8S, with the ωB97M-V functional and the def2-TZVPD basis.

Results
Kohn-Sham gap ... 9.13 eV
Charge ... 0
HOMO ... -9.2 eV
Spin multiplicity ... 1
LUMO level ... -0.089 eV

Each line ends with the natural charge from an NBO analysis.
Positions of all 14 atoms, in Å:
C (0.38, 1.78, -0.20)  -0.64
C (0.45, 0.39, 0.21)  -0.32
C (-0.35, -0.87, -0.20)  -0.49
C (1.87, -0.26, 0.08)  0.00
C (2.97, -0.67, -0.03)  -0.27
H (0.75, 2.13, -1.30)  0.24
H (-0.76, 2.14, -0.14)  0.24
H (0.99, 2.38, 0.65)  0.23
H (0.31, 0.25, 1.35)  0.23
H (-0.18, -1.52, -1.43)  0.25
H (0.13, -1.54, 0.62)  0.24
H (-1.93, 0.28, 1.61)  0.13
H (3.81, -1.28, 0.05)  0.23
S (-2.19, -0.31, -0.04)  -0.07

--- ii ---
Computed, not measured: C5H8S in the gas phase, with the ωB97M-V functional and the def2-TZVPD basis.

Results
SMILES ... C=C[C@H]1S[C@@H]1C
Kohn-Sham gap ... 9.32 eV
Charge ... 0
HOMO ... -8.5 eV
Spin multiplicity ... 1
LUMO level ... 0.808 eV

Each line ends with the natural charge from an NBO analysis.
Positions of all 14 atoms, in Å:
C (2.79, 0.42, -0.17)  -0.38
C (1.71, -0.25, 0.39)  -0.25
C (0.44, 0.08, -0.36)  -0.27
S (-1.00, -1.17, -0.12)  0.03
C (-0.76, 0.50, 0.48)  -0.34
C (-1.86, 1.30, -0.03)  -0.64
H (3.96, 0.22, 0.24)  0.21
H (2.78, 1.13, -1.16)  0.22
H (1.80, -0.68, 1.38)  0.24
H (0.28, 0.45, -1.40)  0.25
H (-0.42, 0.48, 1.52)  0.23
H (-2.31, 0.93, -1.03)  0.25
H (-2.82, 1.51, 0.67)  0.24
H (-1.18, 2.32, -0.09)  0.21

--- iii ---
Computed, not measured: C5H8S in the gas phase, with the ωB97M-V functional and the def2-TZVPD basis.

Results
SMILES ... C[C@H]1C=CCS1
Kohn-Sham gap ... 9.53 eV
Charge ... 0
HOMO ... -8.5 eV
Spin multiplicity ... 1
LUMO level ... 1.037 eV

Each line ends with the natural charge from an NBO analysis.
Positions of all 14 atoms, in Å:
C (-1.94, 0.48, -0.68)  -0.61
C (-0.53, 0.75, 0.01)  -0.30
C (-0.11, -0.42, 1.06)  -0.20
C (1.14, -0.79, 0.87)  -0.18
C (1.94, -0.36, -0.34)  -0.55
S (0.89, 0.80, -1.26)  0.15
H (-1.86, -0.25, -1.42)  0.21
H (-2.31, 1.42, -1.02)  0.21
H (-2.66, 0.18, 0.03)  0.21
H (-0.61, 1.74, 0.38)  0.21
H (-0.63, -0.84, 1.89)  0.22
H (1.52, -1.61, 1.39)  0.20
H (2.87, 0.07, -0.02)  0.22
H (2.29, -1.16, -0.90)  0.22

Tell me which of them is the least stable. Sure, it is i.